1.
This record from OMol25 describes a cluster of 3 separate species, C31H43FN3O5 in total at a distorted geometry. The level of theory is wB97M-V/def2-TZVPD.

Properties
largest force on an atom = 4.87 eV/A
HOMO = -11.440 eV
total energy = -50244.535 eV
total charge = +1
E_LUMO = -0.1539 Eh

Last column: Mulliken charge in e.
Geometry (Å):
C 4.489 -0.213 1.138  -0.602
C 3.801 0.096 -0.351  -0.408
C 2.235 0.484 -0.060  -0.198
C 1.399 0.984 -1.386  -0.956
C -0.231 0.619 -1.309  0.202
C -0.947 1.913 -0.600  -0.947
C -2.257 1.567 0.322  -0.497
N -2.052 0.471 1.345  0.829
C -0.684 0.364 2.051  -0.045
C -0.336 -0.787 3.193  -0.681
C -1.501 -1.862 3.613  -0.445
C -2.983 -1.698 2.861  0.235
C -4.130 -2.789 3.290  -0.384
F -5.448 -2.212 3.642  -0.333
C -4.349 -3.942 2.131  -0.295
C -3.314 -5.191 2.382  -0.877
C -3.195 -0.496 1.721  0.469
C -4.707 -0.428 1.049  -0.458
C -5.754 0.549 1.852  -0.646
C -5.167 2.034 2.225  -0.365
O -4.334 1.991 3.455  -0.297
C -3.728 3.302 3.741  -0.633
H 5.647 -0.394 1.049  -0.039
H 4.261 0.695 1.874  0.257
H 4.002 -1.175 1.648  0.253
H 3.819 -0.866 -1.018  0.293
H 4.448 0.951 -0.822  0.274
H 1.681 -0.493 0.334  0.167
H 2.227 1.340 0.772  0.185
H 1.890 0.662 -2.399  0.408
H 1.441 2.176 -1.368  0.267
H -0.555 0.482 -2.449  0.087
H -0.377 -0.387 -0.702  0.150
H -1.343 2.602 -1.491  0.264
H -0.213 2.596 0.018  0.510
H -2.502 2.557 0.941  0.000
H -3.162 1.411 -0.402  0.366
H 0.211 1.116 1.810  0.245
H 0.739 -0.810 3.675  0.343
H -1.327 -2.711 4.418  0.278
H -3.743 -3.355 4.258  0.395
H -5.482 -4.238 2.088  0.381
H -4.114 -3.405 1.094  0.156
H -3.960 -6.124 2.669  0.282
H -2.555 -4.910 3.253  0.228
H -2.702 -5.327 1.371  0.268
H -5.204 -1.514 1.053  0.229
H -4.686 -0.119 -0.104  0.217
H -6.672 0.734 1.111  0.370
H -6.212 0.091 2.827  0.261
H -6.114 2.701 2.515  0.382
H -4.658 2.576 1.322  0.211
H -4.262 3.750 4.703  0.261
H -2.588 3.163 4.059  0.178
H -3.731 4.040 2.824  0.298
C 11.422 0.018 1.077  -0.369
C 10.178 -0.592 1.246  -0.560
C 9.080 -0.158 0.501  -0.047
C 9.240 0.888 -0.417  0.112
C 10.486 1.508 -0.583  -0.330
C 11.576 1.067 0.169  -0.450
N 8.094 1.331 -1.221  0.922
O 7.004 0.771 -1.031  -0.568
O 8.283 2.237 -2.046  -0.572
H 12.278 -0.327 1.655  0.369
H 10.066 -1.408 1.956  0.364
H 8.117 -0.644 0.645  0.298
H 10.623 2.324 -1.289  0.422
H 12.548 1.540 0.045  0.370
C -4.092 -1.021 -7.142  -0.413
C -3.391 0.181 -7.251  -0.479
C -3.012 0.877 -6.102  -0.319
C -3.338 0.356 -4.842  0.161
C -4.049 -0.847 -4.730  -0.139
C -4.425 -1.532 -5.887  -0.572
N -2.920 1.069 -3.630  0.804
O -2.310 2.139 -3.771  -0.553
O -3.198 0.559 -2.535  -0.471
H -4.380 -1.563 -8.041  0.378
H -3.136 0.574 -8.233  0.376
H -2.466 1.812 -6.204  0.425
H -4.313 -1.260 -3.759  0.383
H -4.974 -2.468 -5.810  0.368

Forces on the atoms, in the same order (eV/Å):
-0.4 -0.3 0.0
0.0 -0.2 1.5
0.0 -0.2 -0.5
-0.2 1.2 0.5
1.5 0.4 -0.4
-0.7 0.1 -0.6
-0.1 2.5 -0.7
0.7 -3.5 3.2
-1.3 -2.9 2.0
-4.1 0.3 -2.1
-1.1 3.5 -3.2
3.3 2.2 -0.2
-0.1 -0.9 0.0
2.8 -0.6 -0.8
0.3 1.3 -0.5
-0.2 0.7 -0.5
1.6 -1.4 1.8
-0.1 -0.2 -0.3
-0.3 1.1 -0.2
-1.8 0.4 0.6
0.2 1.2 -2.2
0.8 0.5 1.1
-2.4 0.5 0.2
0.7 -1.9 -1.7
1.0 2.0 -1.2
0.1 1.9 1.2
-1.6 -1.6 0.7
1.3 2.0 -0.5
-0.1 -1.9 -1.7
-0.9 0.3 2.1
0.0 -2.5 -0.3
0.3 0.3 2.8
0.2 2.1 -1.3
0.7 -1.5 2.1
-1.2 -1.7 -1.2
0.5 -2.2 -1.2
1.8 -0.4 1.7
-2.6 -1.7 0.2
-2.5 0.1 -1.2
-0.4 2.0 -1.9
-0.9 1.5 -1.9
2.3 0.5 0.4
-0.5 -1.3 2.2
1.6 1.7 -0.6
-1.6 -0.8 -1.9
-1.3 -0.1 2.4
1.5 2.3 0.2
0.3 -0.5 2.6
2.1 -0.4 1.6
1.2 0.6 -1.9
1.9 -1.4 -0.8
-0.7 -1.2 1.7
1.0 -0.7 -2.3
-2.4 0.0 -0.8
-0.3 -1.5 1.8
-0.1 0.1 -0.1
0.0 0.3 -0.3
0.1 0.1 0.0
0.8 -0.3 0.5
0.0 0.0 0.0
-0.4 -0.2 0.0
-0.8 0.6 -0.8
1.4 0.8 -0.3
-0.4 -1.4 1.3
-0.2 0.1 -0.1
0.0 0.2 -0.2
0.2 0.2 -0.2
-0.2 -0.2 0.1
-0.2 -0.1 0.0
0.0 0.1 0.1
-0.1 -0.1 0.4
0.0 0.0 0.0
-0.2 -0.5 -0.8
0.0 0.0 0.0
0.2 0.3 0.0
0.3 0.7 0.4
-0.9 -1.6 0.4
0.3 0.7 -1.2
0.1 0.1 0.2
0.0 0.0 0.3
-0.1 -0.2 0.2
0.2 0.3 -0.2
0.1 0.2 0.0

---

2.
This record from OMol25 describes a structure of composition C31H43N3O5PPdSe at a distorted geometry. The level of theory is wB97M-V/def2-TZVPD.

Properties
largest force on an atom = 2.04 eV/A
HOMO = -2.724 eV
total energy = -125672.748 eV
total charge = -1
E_LUMO = 0.0966 Eh

Last column: Mulliken charge in e.
Geometry (Å):
Pd -0.035 -1.068 -1.062  -0.258
O -3.306 1.433 -1.394  -0.801
C -2.383 0.626 -1.549  0.146
O -1.159 0.884 -1.628  -0.575
C -2.771 -0.863 -1.696  0.907
C -4.019 -1.320 -1.243  -0.597
C -4.354 -2.641 -1.401  -0.759
C -3.450 -3.504 -2.053  1.167
C -3.704 -4.871 -2.287  -0.808
C -2.797 -5.649 -2.955  -0.558
C -1.586 -5.104 -3.399  -0.709
C -1.310 -3.779 -3.190  0.011
C -2.222 -2.948 -2.511  -0.054
N -1.901 -1.644 -2.320  -0.628
H -4.677 -0.600 -0.778  0.481
H -5.299 -3.031 -1.047  0.379
H -4.638 -5.294 -1.935  0.353
H -2.997 -6.698 -3.131  0.368
H -0.876 -5.739 -3.913  0.406
H -0.382 -3.344 -3.532  0.290
C 3.274 -1.724 2.085  -1.351
C 3.302 -1.720 0.565  0.589
O 2.703 -2.896 0.056  -0.432
P 1.456 -2.725 -0.982  0.996
O 1.047 -4.277 -1.075  -0.173
C 1.953 -5.361 -0.980  -0.322
C 2.721 -5.606 -2.273  -0.913
O 2.367 -2.504 -2.340  -0.457
C 1.979 -1.510 -3.274  -0.607
C 2.270 -0.095 -2.774  -0.456
H 3.660 -0.777 2.453  0.364
H 3.863 -2.548 2.488  0.428
H 2.243 -1.834 2.409  0.224
H 4.335 -1.694 0.200  0.269
H 2.768 -0.831 0.197  -0.510
H 1.324 -6.224 -0.729  0.313
H 2.657 -5.171 -0.164  0.246
H 2.030 -5.621 -3.114  0.167
H 3.251 -6.556 -2.215  0.435
H 3.430 -4.796 -2.415  0.215
H 0.897 -1.581 -3.480  0.199
H 2.549 -1.737 -4.184  0.326
H 1.478 0.186 -2.054  -0.203
H 2.250 0.609 -3.601  0.493
H 3.243 -0.048 -2.289  0.293
C 2.663 3.559 -1.572  -1.042
C 1.890 4.318 -0.500  0.108
C 0.506 4.764 -0.970  -0.803
C -0.520 3.635 -0.903  -0.759
N -0.878 3.303 0.450  1.198
C -0.532 2.155 1.106  -0.661
Se 0.778 0.999 0.668  -0.284
N -1.240 2.113 2.287  0.822
C -1.298 0.973 3.159  -1.221
C -0.462 1.131 4.434  -0.644
C 1.032 1.084 4.128  0.749
C 1.906 1.229 5.365  -1.612
C -2.020 3.238 2.376  0.705
C -2.886 3.693 3.356  -0.821
C -3.490 4.930 3.156  -0.680
C -3.267 5.667 2.002  -0.809
C -2.428 5.202 0.997  -0.809
C -1.788 3.989 1.205  0.353
H 3.595 3.187 -1.153  0.343
H 2.887 4.221 -2.408  0.410
H 2.089 2.712 -1.937  -0.024
H 2.474 5.192 -0.198  0.391
H 1.776 3.676 0.374  -0.109
H 0.561 5.109 -2.003  0.468
H 0.160 5.601 -0.357  0.427
H -0.144 2.717 -1.363  -0.261
H -1.443 3.909 -1.424  0.476
H -0.925 0.113 2.589  0.292
H -2.346 0.794 3.420  0.536
H -0.729 0.309 5.104  0.435
H -0.715 2.070 4.935  0.339
H 1.274 1.866 3.408  0.065
H 1.252 0.130 3.649  -0.190
H 1.743 2.191 5.847  0.362
H 2.957 1.157 5.091  0.388
H 1.684 0.440 6.081  0.360
H -3.090 3.112 4.244  0.396
H -4.159 5.321 3.910  0.375
H -3.758 6.624 1.883  0.389
H -2.286 5.762 0.085  0.448

Forces on the atoms, in the same order (eV/Å):
0.7 -1.4 0.8
-0.5 0.1 0.2
-0.1 0.0 -0.3
-0.1 -0.1 -0.4
0.5 0.0 -0.5
-0.4 -0.5 0.2
0.1 0.6 0.1
0.5 0.1 -0.2
-0.1 -0.2 -0.1
-0.3 -0.2 0.3
0.2 0.4 -0.1
0.1 -0.3 -0.2
-0.5 -0.3 0.1
-0.6 0.5 0.1
0.0 0.0 0.0
-0.1 0.0 0.0
0.0 0.0 0.0
-0.1 0.0 0.0
0.1 0.0 0.0
0.0 0.0 0.1
-0.1 -0.1 -0.4
0.2 0.3 0.1
0.0 -0.5 0.3
-1.0 1.8 -0.4
0.0 0.0 0.0
0.2 -0.5 0.0
-0.2 0.2 0.3
0.3 -0.5 0.2
-0.1 0.4 -0.3
-0.4 -0.2 0.0
0.1 0.1 0.1
0.0 0.0 0.0
-0.1 0.0 0.1
-0.1 0.1 0.0
0.2 -0.2 0.0
0.2 0.1 0.0
-0.1 -0.2 0.0
0.0 0.0 -0.1
0.0 -0.1 0.0
0.1 0.0 -0.2
0.4 0.0 -0.1
-0.1 0.0 0.1
0.6 0.1 -0.3
0.0 0.1 -0.2
0.1 0.0 0.0
-0.1 0.2 0.3
0.0 0.1 -0.1
0.0 -0.1 0.3
0.4 0.3 -0.6
-0.2 -0.7 0.4
0.5 0.2 0.3
0.4 -0.3 0.0
0.0 0.1 -0.8
0.0 -0.4 0.6
0.1 0.0 -0.3
0.0 0.1 0.3
-0.1 0.0 -0.2
-0.3 0.6 -0.1
0.0 0.0 -0.1
-0.1 -0.1 0.1
0.0 0.1 -0.1
0.1 -0.2 0.0
-0.5 0.3 0.6
0.1 -0.1 -0.1
0.1 0.0 -0.1
0.0 -0.2 0.0
0.0 0.0 0.1
0.0 0.0 0.1
0.0 0.1 -0.1
0.0 0.1 -0.1
-0.2 0.2 0.0
0.1 -0.2 0.0
-0.2 0.2 0.0
0.0 0.0 -0.1
0.0 0.0 0.1
-0.1 0.0 0.1
0.0 -0.1 0.0
0.0 0.0 -0.2
0.0 0.1 0.1
0.1 0.0 0.1
0.0 -0.1 0.2
0.0 0.0 0.1
0.0 0.0 0.0
0.0 0.0 0.0
0.1 0.0 -0.1

---

The lowest HOMO belongs to which entry?
C31H43FN3O5